Computed, not measured: a structure of composition C32H74N9O12S3 at a distorted geometry, with the ωB97M-V functional and the def2-TZVPD basis.

ORCA input file:
```
! RIJCOSX wB97M-V def2-TZVPD def2/J DEFGRID3
* xyz -1 1
C 4.237 -0.943 -1.258
C 4.673 -0.051 -2.447
C 4.730 1.407 -2.037
C 4.898 2.379 -3.202
C 4.990 3.839 -2.725
C 3.631 4.561 -2.709
C 3.235 5.186 -1.379
C 3.271 4.274 -0.164
S 1.797 3.329 0.199
O 1.350 3.825 1.483
O 2.168 1.939 0.182
N 0.697 3.736 -0.899
S -0.029 2.553 -1.658
O -1.006 3.174 -2.508
O -0.568 1.538 -0.811
S 1.216 1.575 -3.050
H 5.005 -1.677 -1.023
H 4.066 -0.353 -0.363
H 3.340 -1.509 -1.487
H 5.667 -0.384 -2.741
H 3.953 -0.197 -3.247
H 3.773 1.647 -1.569
H 5.497 1.579 -1.280
H 5.782 2.123 -3.784
H 3.990 2.270 -3.794
H 5.464 3.863 -1.746
H 5.641 4.360 -3.425
H 2.852 3.878 -3.040
H 3.664 5.372 -3.435
H 3.878 6.045 -1.189
H 2.227 5.589 -1.461
H 4.100 3.573 -0.186
H 3.412 4.902 0.709
H 1.232 2.614 -3.882
C 2.133 6.536 2.700
O 3.033 6.998 2.011
N 1.571 7.216 3.723
C 0.506 6.640 4.516
C 2.046 8.551 4.027
H 1.702 5.533 2.547
H -0.399 7.249 4.450
H 0.800 6.568 5.566
H 0.282 5.641 4.146
H 1.916 9.207 3.165
H 3.109 8.531 4.272
H 1.487 8.949 4.871
C -1.304 -3.417 -0.951
O -0.420 -3.104 -1.739
N -1.725 -2.671 0.068
C -2.778 -3.111 0.969
C -1.107 -1.365 0.280
H -1.842 -4.379 -1.035
H -3.609 -2.402 0.943
H -2.393 -3.173 1.989
H -3.125 -4.100 0.669
H -1.242 -0.734 -0.595
H -0.036 -1.477 0.446
H -1.561 -0.884 1.142
C -2.024 -8.020 0.013
O -2.674 -7.162 0.587
N -0.712 -7.949 -0.244
C 0.006 -8.998 -0.948
C 0.029 -6.770 0.187
H -2.482 -8.954 -0.360
H 0.792 -9.405 -0.309
H 0.463 -8.593 -1.846
H -0.681 -9.801 -1.217
H -0.027 -6.664 1.271
H -0.411 -5.880 -0.260
H 1.065 -6.862 -0.124
C 2.858 -3.470 -3.834
O 4.067 -3.585 -3.704
N 2.168 -4.013 -4.852
C 0.735 -3.858 -4.984
C 2.895 -4.781 -5.844
H 2.228 -2.907 -3.128
H 0.246 -4.835 -4.966
H 0.496 -3.358 -5.925
H 0.350 -3.264 -4.156
H 3.402 -5.628 -5.376
H 3.653 -4.163 -6.327
H 2.197 -5.149 -6.592
C -4.454 4.191 2.530
O -4.701 4.945 3.464
N -3.257 3.669 2.264
C -3.018 2.783 1.134
C -2.136 3.999 3.130
H -5.229 3.876 1.811
H -2.655 1.819 1.491
H -2.258 3.215 0.484
H -3.934 2.631 0.568
H -2.344 3.683 4.153
H -1.972 5.077 3.135
H -1.241 3.502 2.762
C -6.487 -1.108 0.794
O -5.297 -1.232 1.012
N -7.102 -1.591 -0.299
C -8.521 -1.422 -0.527
C -6.297 -2.306 -1.278
H -7.166 -0.578 1.484
H -9.016 -2.392 -0.601
H -8.696 -0.869 -1.452
H -8.961 -0.867 0.299
H -5.826 -3.175 -0.819
H -5.508 -1.660 -1.664
H -6.935 -2.630 -2.097
C 3.292 -8.705 -2.841
O 2.585 -7.906 -2.249
N 4.619 -8.584 -2.999
C 5.398 -9.566 -3.718
C 5.292 -7.426 -2.417
H 2.886 -9.625 -3.300
H 6.156 -10.007 -3.066
H 5.900 -9.106 -4.572
H 4.747 -10.359 -4.082
H 5.142 -7.409 -1.337
H 4.898 -6.500 -2.825
H 6.355 -7.488 -2.634
C -4.473 7.345 8.534
O -3.277 7.222 8.719
N -5.162 6.770 7.535
C -6.587 6.962 7.380
C -4.459 5.929 6.574
H -5.111 7.959 9.197
H -7.111 6.005 7.436
H -6.809 7.421 6.414
H -6.960 7.612 8.170
H -3.981 5.093 7.086
H -3.684 6.503 6.068
H -5.157 5.552 5.834
*
```

Properties
Frontier orbital gap in Ha: 0.29141
Energy in Eh: -3854.0134

Atomic partial charges in e from the Mulliken method, atoms 1 to 8: C -0.918; C -0.262; C 0.178; C -0.587; C -0.977; C 0.239; C -1.002; C -0.717

---

Computed, not measured: a cluster of 4 separate species, C32H75BN3O2 in total at a distorted geometry, with the ωB97M-V functional and the def2-TZVPD basis.

ORCA input file:
```
! RIJCOSX wB97M-V def2-TZVPD def2/J DEFGRID3
* xyz -1 1
C 0.826 -1.000 3.545
C 0.925 -2.398 2.919
C 0.272 -3.470 3.808
C -0.630 -4.471 3.025
C -2.063 -4.491 3.581
B -3.219 -5.246 2.637
C -2.583 -5.904 1.241
C -1.829 -7.154 1.438
O -0.809 -7.412 0.883
C -4.340 -4.117 2.164
C -5.750 -4.337 2.784
C -5.716 -3.868 4.239
C -7.084 -3.688 4.938
C -8.295 -3.688 4.028
O -8.369 -2.430 3.357
C -8.831 -2.482 2.029
C -8.053 -1.449 1.221
H 1.320 -0.990 4.508
H 1.253 -0.263 2.868
H -0.229 -0.774 3.645
H 1.975 -2.651 2.780
H 0.479 -2.319 1.929
H 1.067 -3.999 4.324
H -0.312 -2.950 4.561
H -0.581 -4.170 1.985
H -0.196 -5.453 3.176
H -2.322 -3.458 3.827
H -2.019 -5.004 4.546
H -3.705 -6.148 3.314
H -2.018 -5.194 0.643
H -3.462 -6.176 0.644
H -2.271 -7.893 2.137
H -4.070 -3.094 2.434
H -4.483 -4.129 1.077
H -5.975 -5.397 2.760
H -6.445 -3.768 2.173
H -5.088 -2.991 4.317
H -5.186 -4.647 4.780
H -7.256 -4.409 5.736
H -7.083 -2.711 5.413
H -8.318 -4.540 3.354
H -9.181 -3.758 4.669
H -9.880 -2.187 1.972
H -8.666 -3.447 1.559
H -7.044 -1.824 1.085
H -8.471 -1.337 0.227
H -7.995 -0.501 1.739
C 2.440 2.543 0.585
C 1.584 1.605 -0.254
N 0.164 1.750 -0.010
C -0.633 0.662 -0.555
C -0.655 0.478 -2.076
C -0.372 3.085 -0.193
C -0.178 3.757 -1.558
H 2.201 2.444 1.645
H 3.496 2.296 0.452
H 2.311 3.587 0.295
H 1.871 0.581 0.002
H 1.840 1.744 -1.318
H -1.659 0.764 -0.194
H -0.268 -0.268 -0.108
H -1.251 1.246 -2.572
H -1.110 -0.484 -2.320
H 0.347 0.482 -2.507
H 0.069 3.735 0.569
H -1.438 3.070 0.050
H 0.848 3.671 -1.920
H -0.403 4.824 -1.473
H -0.848 3.351 -2.314
C 0.994 5.097 -5.590
C 1.771 6.384 -5.826
N 1.183 7.534 -5.167
C 1.718 8.804 -5.624
C 3.200 9.098 -5.366
C 0.991 7.405 -3.733
C 2.216 7.090 -2.867
H -0.057 5.223 -5.855
H 1.404 4.298 -6.210
H 1.052 4.766 -4.552
H 1.779 6.577 -6.903
H 2.820 6.224 -5.532
H 1.117 9.612 -5.198
H 1.546 8.862 -6.705
H 3.395 9.322 -4.318
H 3.505 9.975 -5.941
H 3.843 8.271 -5.671
H 0.247 6.621 -3.562
H 0.515 8.316 -3.360
H 2.816 6.277 -3.277
H 1.886 6.778 -1.873
H 2.857 7.960 -2.731
C 8.397 -2.107 -1.009
C 6.935 -2.454 -0.765
N 6.262 -1.508 0.103
C 4.977 -1.981 0.594
C 3.863 -2.224 -0.428
C 6.302 -0.120 -0.322
C 5.747 0.227 -1.709
H 8.928 -1.973 -0.066
H 8.882 -2.917 -1.558
H 8.509 -1.199 -1.603
H 6.901 -3.436 -0.287
H 6.428 -2.564 -1.737
H 4.614 -1.285 1.356
H 5.153 -2.919 1.131
H 3.450 -1.289 -0.805
H 3.041 -2.764 0.046
H 4.200 -2.825 -1.274
H 7.342 0.216 -0.280
H 5.789 0.487 0.429
H 6.113 -0.451 -2.482
H 6.064 1.236 -1.986
H 4.658 0.219 -1.729
*
```

Properties
Frontier orbital gap in Ha: 0.24734
Energy in Eh: -1603.7953

Atomic partial charges in e from the Mulliken method, atoms 1 to 8: C -1.376; C 0.331; C -0.997; C -0.167; C -0.846; B 0.573; C -0.769; C -0.134

---

Computed, not measured: a structure of composition C32H76CdF12N4O20P2S5 at a distorted geometry, with the ωB97M-V functional and the def2-TZVPD basis.

ORCA input file:
```
! RIJCOSX wB97M-V def2-TZVPD def2/J DEFGRID3
* xyz -2 1
Cd -0.600 0.099 -3.970
S 0.047 2.360 -5.061
O -0.003 0.981 -5.568
O 1.274 3.111 -5.258
O -0.833 3.388 -5.659
O -0.308 2.053 -3.734
P -3.507 -0.198 -3.937
F -2.414 0.233 -5.078
F -2.738 -1.614 -3.793
F -2.430 0.334 -2.880
F -4.558 -0.615 -2.769
F -4.091 1.277 -4.057
F -4.554 -0.739 -5.060
P -0.119 -0.520 -0.421
F -0.981 0.850 -0.104
F -0.244 -0.755 1.213
F -1.485 -1.347 -0.788
F 0.716 -1.906 -0.596
F -0.026 -0.175 -2.019
F 1.160 0.279 -0.160
C -0.100 4.234 0.456
C 0.751 5.423 0.935
N 0.325 6.634 0.185
C -1.022 6.987 0.555
C -1.708 8.287 0.132
C 1.248 7.723 0.594
C 2.710 7.527 0.236
H 0.324 3.332 0.896
H -0.127 4.110 -0.627
H -1.141 4.289 0.775
H 0.495 5.552 1.987
H 1.821 5.219 0.887
H -1.737 6.243 0.203
H -1.020 6.978 1.645
H -1.990 8.352 -0.919
H -2.597 8.479 0.732
H -1.076 9.157 0.314
H 1.225 7.857 1.676
H 0.988 8.709 0.208
H 2.907 6.891 -0.627
H 3.294 7.229 1.107
H 3.045 8.500 -0.123
C -5.004 -7.734 0.400
C -3.430 -7.627 0.462
N -2.968 -6.317 -0.008
C -3.166 -6.009 -1.408
C -2.173 -4.869 -1.855
C -3.261 -5.164 0.869
C -2.613 -5.436 2.241
H -5.437 -7.016 1.096
H -5.379 -8.706 0.721
H -5.458 -7.446 -0.548
H -3.018 -7.825 1.452
H -3.050 -8.318 -0.290
H -4.180 -5.610 -1.453
H -3.105 -6.896 -2.038
H -2.301 -4.836 -2.937
H -1.118 -4.969 -1.598
H -2.529 -3.874 -1.585
H -2.807 -4.230 0.538
H -4.335 -5.027 0.994
H -3.155 -6.096 2.919
H -1.652 -5.891 2.002
H -2.453 -4.493 2.764
C 0.848 -4.208 -4.089
C 0.179 -2.846 -3.647
N 0.741 -1.627 -4.269
C 0.896 -1.771 -5.728
C -0.365 -2.126 -6.553
C 2.053 -1.380 -3.714
C 2.453 0.124 -3.876
H 0.577 -4.945 -3.333
H 1.933 -4.127 -4.022
H 0.593 -4.557 -5.090
H -0.877 -2.934 -3.900
H 0.193 -2.753 -2.561
H 1.196 -0.809 -6.142
H 1.720 -2.451 -5.944
H -0.935 -2.938 -6.103
H -1.117 -1.340 -6.618
H -0.155 -2.498 -7.556
H 2.836 -2.051 -4.068
H 2.030 -1.575 -2.642
H 3.436 0.365 -3.470
H 1.823 0.740 -3.235
H 2.429 0.587 -4.863
C 6.121 5.223 1.347
C 4.934 4.515 2.005
N 5.163 3.072 2.230
C 5.393 2.261 1.056
C 4.166 2.049 0.156
C 6.060 2.796 3.315
C 6.042 1.368 3.875
H 6.763 5.575 2.155
H 5.875 6.150 0.829
H 6.817 4.713 0.681
H 4.545 4.975 2.914
H 4.099 4.543 1.305
H 6.275 2.576 0.499
H 5.660 1.257 1.384
H 3.428 1.399 0.624
H 3.748 2.970 -0.250
H 4.467 1.493 -0.732
H 5.724 3.484 4.091
H 7.104 2.935 3.036
H 5.001 1.178 4.139
H 6.665 1.274 4.764
H 6.472 0.659 3.168
C -4.526 -1.733 0.785
C -3.257 -1.567 1.652
O -3.656 -2.117 2.879
S -5.225 -1.706 3.258
O -5.250 -0.348 3.856
O -6.075 -2.716 3.802
O -5.617 -1.431 1.624
H -4.582 -2.781 0.492
H -4.665 -0.987 0.003
H -2.982 -0.515 1.725
H -2.334 -2.021 1.293
C -0.293 -1.937 4.530
C -0.645 -3.158 5.456
O 0.102 -2.910 6.617
S 1.426 -1.956 6.289
O 2.614 -2.798 6.049
O 1.560 -0.774 7.229
O 0.935 -1.431 4.868
H -1.105 -1.212 4.580
H -0.115 -2.221 3.492
H -0.367 -4.131 5.051
H -1.700 -3.111 5.728
C -3.867 1.931 -0.523
C -3.618 2.399 0.919
O -4.662 1.856 1.701
S -6.065 2.025 0.817
O -6.518 3.437 0.777
O -6.992 0.933 1.165
O -5.293 1.725 -0.575
H -3.358 0.986 -0.708
H -3.496 2.668 -1.235
H -3.701 3.431 1.263
H -2.651 2.040 1.270
C 3.203 -1.227 2.115
C 3.476 -1.850 0.745
O 4.884 -1.976 0.596
S 5.409 -2.620 2.036
O 6.824 -2.407 2.367
O 4.887 -3.983 2.227
O 4.445 -1.468 2.787
H 2.522 -1.905 2.629
H 2.953 -0.166 2.092
H 3.014 -1.201 0.001
H 3.018 -2.835 0.838
*
```

Properties
Energy above the lowest of the compared OMol25 structures with the same formula, charge and spin in kcal/mol: 25.08
Frontier orbital gap in Ha: 0.20298
Energy in Eh: -7028.7261

Atomic partial charges in e from the Mulliken method, atoms 1 to 8: Cd 0.932; S 1.273; O -0.910; O -0.747; O -0.766; O -0.898; P 1.336; F -0.303